w) Entry from OMol25: C3H2N2O2 in the gas phase (ωB97M-V with the def2-TZVPD basis set).

Properties
spin multiplicity	1
total charge	0
LUMO level (spin up / spin down)	-1.878 / -1.880	eV
HOMO (spin up / spin down)	-10.028 / -10.032	eV

Cartesian coordinates (Å):
C1 -0.56394 0.58653 0.08908
C2 -1.00180 -0.72777 -0.01350
C3 0.82589 1.00576 0.00625
N1 -0.04653 -1.71910 -0.10253
N2 1.66628 -0.12460 0.08308
O1 1.32736 2.06206 -0.16794
O2 1.19284 -1.34361 -0.07777
H1 -1.42763 1.20100 -0.02749
H2 -1.97248 -0.94028 0.21081

x) Entry from OMol25: C3H2N2O2 in the gas phase (ωB97M-V with the def2-TZVPD basis set).

Properties
spin multiplicity	1
total charge	0
LUMO level	-0.208	eV
HOMO	-11.494	eV
SMILES	[H]/N=C(/C#N)OC=O

Cartesian coordinates (Å):
H1 -1.46322 -2.01737 -0.08510
N1 -1.76756 -1.04236 -0.04980
C1 -0.78176 -0.27126 0.06745
C2 -0.98600 1.16418 0.16970
N2 -1.16691 2.29983 0.27854
O1 0.51040 -0.73981 0.19262
C3 1.59521 0.03981 -0.12280
O2 1.55782 1.13193 -0.59645
H2 2.49907 -0.52883 0.12421

Least stable: w)

w) Entry from OMol25: C3H2N2O2 in the gas phase (ωB97M-V with the def2-TZVPD basis set).

Properties
spin multiplicity	1
total charge	0
LUMO level (spin up / spin down)	-1.536 / -1.535	eV
HOMO (spin up / spin down)	-9.169 / -9.168	eV

Cartesian coordinates (Å):
O1 -2.41502 -0.77940 -0.13481
C1 -1.71011 0.19317 -0.04859
C2 -0.22832 0.29511 0.00380
N1 0.62760 1.22785 0.09495
C3 1.66034 0.23401 0.07076
N2 1.01660 -0.90464 -0.01984
O2 0.43938 -1.99611 -0.09704
H1 -2.08567 1.23111 0.00840
H2 2.69521 0.49890 0.12237

x) Entry from OMol25: C3H2N2O2 in the gas phase (ωB97M-V with the def2-TZVPD basis set).

Properties
spin multiplicity	1
total charge	0
LUMO level	0.463	eV
HOMO	-9.856	eV
SMILES	O=C1NC12NC2=O

Cartesian coordinates (Å):
O1 2.30319 1.13791 -0.42293
C1 1.45844 0.42629 -0.04329
N1 0.99906 -0.62653 0.77266
C2 0.06366 0.01399 -0.14405
N2 -0.99608 -0.49893 -0.95312
C3 -1.36419 0.37292 -0.04320
O2 -2.22553 1.10532 0.29438
H1 0.97379 -0.50820 1.77600
H2 -1.21233 -1.42276 -1.23644

Least stable: w)

w) Entry from OMol25: C3H2N2O2 in the gas phase (ωB97M-V with the def2-TZVPD basis set).

Properties
spin multiplicity	1
total charge	0
LUMO level	-0.976	eV
HOMO	-10.821	eV
SMILES	[H]/N=C(/C#N)OC=O

Cartesian coordinates (Å):
H1 0.34290 1.92592 2.06448
N1 0.68779 1.94128 1.10353
C1 0.36749 0.96396 0.38835
C2 0.65699 0.64859 -0.98563
N2 0.40417 -0.19051 -1.75397
O1 -0.63077 -0.28677 0.57173
C3 -0.51649 -1.31734 -0.38287
O2 -1.60797 -1.65333 -0.73806
H2 0.37765 -1.97354 -0.35899

x) Entry from OMol25: a molecular structure, C3H2N2O2 (ωB97M-V with the def2-TZVPD basis set).

Properties
spin multiplicity	1
total charge	0
LUMO level	-0.067	eV
HOMO	-11.291	eV

Cartesian coordinates (Å):
N1 0.86427 -1.32134 0.22668
C1 0.08925 -0.44735 0.66181
O1 -0.50411 0.63927 0.04944
C2 -0.07149 1.08227 -1.15921
O2 0.79141 0.59205 -1.82689
C3 -1.27997 -1.06784 2.00458
N2 -0.28905 -0.39153 2.07791
H1 1.17195 -1.11249 -0.71917
H2 -0.64640 1.98100 -1.41268

y) Entry from OMol25: C3H2N2O2 in the gas phase (ωB97M-V with the def2-TZVPD basis set).

Properties
spin multiplicity	1
total charge	0
LUMO level	-1.959	eV
HOMO	-10.685	eV
SMILES	O=c1nccno1

Cartesian coordinates (Å):
O1 -2.74339 -0.36547 -0.01745
C1 -1.53847 -0.13979 -0.16556
N1 -0.90078 1.02720 -0.11532
C2 0.46979 0.88989 0.07723
C3 1.21370 -0.31382 -0.17572
N2 0.63458 -1.47488 -0.11055
O2 -0.71285 -1.38681 0.11359
H1 1.11817 1.75217 0.29982
H2 2.45925 0.01149 0.09394

z) Entry from OMol25: C3H2N2O2 in the gas phase (ωB97M-V with the def2-TZVPD basis set).

Properties
spin multiplicity	1
total charge	0
LUMO level	-0.473	eV
HOMO	-10.684	eV
SMILES	[H]/N=C(/C#N)OC=O

Cartesian coordinates (Å):
H1 0.85370 2.14657 1.70602
N1 0.96111 1.88609 0.72421
C1 0.62396 0.81632 0.17905
C2 0.66786 0.53454 -1.22897
N2 0.38265 -0.02953 -2.19748
O1 0.09111 -0.60202 0.79475
C3 -0.90061 -1.36385 0.16584
O2 -1.41573 -1.14325 -0.88932
H2 -1.26405 -2.24488 0.74590

Least stable: y)

w) Entry from OMol25: 2 unconnected molecules or ions with the total composition C4H10 (ωB97M-V with the def2-TZVPD basis set).

Properties
spin multiplicity	1
total charge	0
LUMO level	1.103	eV
HOMO	-10.185	eV
SMILES	C=C.CC

Cartesian coordinates (Å):
C1 -2.94957 -1.12701 0.01132
C2 -2.24847 -1.74558 -0.92896
H1 -2.75568 -1.13147 1.07679
H2 -3.65143 -0.33003 -0.21903
H3 -1.50532 -2.45991 -0.59382
H4 -2.23938 -1.45336 -1.96148
C3 2.52244 0.79534 -0.09714
C4 1.35395 1.28194 0.76312
H5 2.18702 -0.07347 -0.67347
H6 2.77714 1.56656 -0.81894
H7 3.33950 0.41644 0.51258
H8 0.63921 1.80866 0.12935
H9 1.68663 1.98653 1.52866
H10 0.84395 0.46537 1.27102

x) Entry from OMol25: C4H10 in the gas phase (ωB97M-V with the def2-TZVPD basis set).

Properties
spin multiplicity	1
total charge	0
LUMO level	1.190	eV
HOMO	-10.683	eV
SMILES	CC(C)C

Cartesian coordinates (Å):
C1 1.29409 0.64972 0.02766
C2 0.05351 -0.29538 0.28548
C3 -1.09518 0.54044 1.01058
C4 -0.26931 -1.05200 -1.07241
H1 1.97995 -0.06482 -0.49680
H2 0.90620 1.28687 -0.91482
H3 1.37150 1.00970 1.06606
H4 0.48534 -1.12111 0.97689
H5 -1.45694 -0.14490 1.67538
H6 -1.75369 1.08115 0.23813
H7 -0.65819 1.34251 1.67084
H8 0.60742 -1.49543 -1.50390
H9 -1.20050 -1.51876 -1.13898
H10 -0.26421 -0.21800 -1.82411

y) Entry from OMol25: 2 unconnected molecules or ions with the total composition C4H10 (ωB97M-V with the def2-TZVPD basis set).

Properties
spin multiplicity	1
total charge	0
LUMO level	1.313	eV
HOMO	-10.164	eV
SMILES	C=C.CC

Cartesian coordinates (Å):
C1 2.65885 1.31773 -5.44848
C2 2.32456 0.16873 -6.03468
H1 3.64780 1.35719 -4.96910
H2 2.18453 2.26714 -5.33607
H3 3.14841 -0.55643 -6.03322
H4 1.33045 -0.00134 -6.44654
C3 -1.69045 -1.14163 5.31693
C4 -2.77124 -0.17108 4.89484
H5 -1.88012 -1.47868 6.33874
H6 -0.63127 -0.90918 5.18998
H7 -1.58986 -2.04818 4.69641
H8 -2.74016 0.79729 5.40537
H9 -2.70688 -0.05524 3.80636
H10 -3.76759 -0.62450 5.00612

Least stable: x)